Entry from OMol25: 5 unconnected molecules or ions with the total composition C24H38NO7P in a non-equilibrium geometry (ωB97M-V/def2-TZVPD).

Geometry (Å):
O 1.80 -1.86 0.46
P 1.51 -0.40 0.04
C -0.37 -0.12 -0.04
C -0.92 1.33 -0.29
C -2.47 1.62 -0.32
C -3.39 0.40 -0.07
C -2.84 -1.03 0.13
C -1.32 -1.33 0.16
C -4.12 -1.97 0.32
O -4.17 -3.20 0.61
N -5.30 -1.17 0.05
C -4.97 0.26 0.02
O -5.81 1.19 0.09
H 2.11 -0.04 -1.21
H 1.99 0.49 1.08
H -0.19 2.20 -0.46
H -2.91 2.65 -0.48
H -0.94 -2.40 0.32
H -6.18 -1.45 0.51
C -4.20 -2.10 4.27
C -3.20 -2.88 5.10
C -1.88 -2.33 4.60
O -2.12 -0.97 4.22
C -3.54 -0.74 4.19
H -5.20 -2.06 4.72
H -4.28 -2.53 3.27
H -3.34 -2.65 6.16
H -3.28 -3.96 4.97
H -1.53 -2.87 3.72
H -1.10 -2.36 5.36
H -3.80 -0.12 5.05
H -3.81 -0.21 3.27
C 4.48 -3.41 -1.44
C 5.53 -3.18 -2.51
C 5.52 -1.67 -2.65
O 5.18 -1.14 -1.36
C 4.70 -2.21 -0.53
H 4.58 -4.36 -0.92
H 3.48 -3.36 -1.88
H 6.50 -3.52 -2.15
H 5.31 -3.70 -3.45
H 4.77 -1.34 -3.36
H 6.49 -1.28 -2.96
H 5.47 -2.42 0.22
H 3.79 -1.91 -0.02
C -7.64 3.04 2.39
C -7.65 4.45 2.94
C -6.54 4.39 3.97
O -5.58 3.43 3.50
C -6.16 2.71 2.40
H -8.09 2.96 1.40
H -8.18 2.38 3.07
H -7.38 5.16 2.14
H -8.61 4.76 3.36
H -6.91 4.05 4.94
H -6.04 5.36 4.11
H -5.67 3.04 1.49
H -5.98 1.64 2.53
C 8.13 2.18 -5.20
C 8.30 1.82 -6.66
C 8.44 0.31 -6.59
O 7.67 -0.13 -5.46
C 7.31 1.02 -4.68
H 7.64 3.15 -5.04
H 9.10 2.20 -4.70
H 7.40 2.09 -7.22
H 9.15 2.30 -7.13
H 9.48 0.01 -6.43
H 8.07 -0.19 -7.49
H 6.24 1.19 -4.82
H 7.49 0.81 -3.62

## Properties
* charge: 0
* HOMO: -9.07 eV
* SMILES string: O=[PH2]c1ccc2c(c1)C(=O)NC2=O.C1CCOC1.C1CCOC1.C1CCOC1.C1CCOC1
* LUMO level: -1.408 eV
* orbital gap: 7.666 eV

Entry from OMol25: a molecular structure, C40H60IN2O5PSe2SiSn (ωB97M-V/def2-TZVPD).

Geometry (Å):
Sn 0.64 -0.14 -0.42
C 0.94 -3.40 -2.84
Se 1.46 -3.18 -0.98
C 0.21 -4.50 -0.26
C -1.18 -3.96 0.04
Se -1.28 -2.74 1.56
C -0.97 -4.07 2.94
H 1.23 -4.39 -3.19
H 1.47 -2.64 -3.40
H -0.13 -3.24 -2.95
H 0.68 -4.94 0.61
H 0.14 -5.27 -1.03
H -1.87 -4.78 0.27
H -1.58 -3.40 -0.80
H -1.65 -4.91 2.79
H -1.17 -3.60 3.90
H 0.06 -4.43 2.92
O 2.14 -1.87 1.91
C 2.91 -1.15 2.85
C 2.16 0.00 3.50
C 2.48 0.42 4.78
C 1.79 1.48 5.34
C 0.79 2.09 4.60
C 0.53 1.60 3.33
N 1.20 0.59 2.78
H 1.34 -2.20 2.32
H 3.76 -0.75 2.29
H 3.31 -1.80 3.63
H 3.27 -0.09 5.34
H 2.03 1.82 6.34
H 0.22 2.92 4.99
H -0.25 2.03 2.71
N -2.41 1.12 1.26
C -2.63 2.46 1.59
C -3.55 2.79 2.59
C -3.76 4.11 2.95
C -3.08 5.13 2.31
C -2.16 4.81 1.32
C -1.90 3.49 0.96
P -0.60 3.02 -0.24
C 0.42 4.55 -0.25
C 1.27 4.72 0.85
C 2.07 5.85 0.95
C 2.03 6.82 -0.04
C 1.20 6.64 -1.14
C 0.40 5.51 -1.24
C -1.45 3.07 -1.86
C -2.81 3.30 -2.00
C -3.40 3.25 -3.26
C -2.64 2.96 -4.38
C -1.28 2.72 -4.24
C -0.68 2.76 -2.99
H -2.31 0.91 0.28
H -3.04 0.47 1.70
H -4.09 1.99 3.09
H -4.48 4.34 3.73
H -3.26 6.16 2.57
H -1.61 5.61 0.83
H 1.31 3.96 1.62
H 2.72 5.97 1.81
H 2.66 7.70 0.03
H 1.18 7.39 -1.92
H -0.25 5.40 -2.10
H -3.41 3.53 -1.13
H -4.47 3.42 -3.36
H -3.10 2.91 -5.36
H -0.68 2.47 -5.11
H 0.37 2.51 -2.88
I -1.67 -0.68 -1.91
C 4.56 -3.40 -3.11
C 4.81 -2.06 -2.43
C 5.92 -1.31 -3.17
C 5.20 -2.26 -0.97
O 3.55 -1.36 -2.45
Si 3.24 0.26 -2.50
O 1.70 0.46 -2.09
O 3.54 0.91 -3.97
C 2.86 0.82 -5.23
C 1.64 -0.09 -5.14
C 2.44 2.24 -5.59
C 3.85 0.28 -6.25
O 4.31 0.95 -1.46
C 4.70 2.33 -1.34
C 5.89 2.59 -2.25
C 5.08 2.52 0.12
C 3.54 3.24 -1.70
H 5.48 -3.98 -3.16
H 4.20 -3.23 -4.13
H 3.80 -3.97 -2.57
H 6.82 -1.92 -3.16
H 6.13 -0.35 -2.69
H 5.63 -1.12 -4.21
H 6.15 -2.79 -0.89
H 4.43 -2.84 -0.45
H 5.30 -1.29 -0.49
H 0.95 0.25 -4.37
H 1.96 -1.11 -4.89
H 1.12 -0.12 -6.10
H 1.82 2.65 -4.80
H 1.88 2.25 -6.53
H 3.32 2.88 -5.71
H 4.15 -0.74 -5.99
H 4.74 0.91 -6.29
H 3.39 0.25 -7.24
H 6.76 2.00 -1.94
H 6.17 3.65 -2.22
H 5.64 2.33 -3.28
H 5.88 1.83 0.39
H 4.22 2.33 0.76
H 5.43 3.54 0.29
H 3.33 3.20 -2.78
H 3.76 4.28 -1.43
H 2.64 2.92 -1.18

## Properties
* charge: 0
* HOMO: -7.32 eV
* energy above the lowest of the compared OMol25 structures with the same formula, charge and spin: 0.043 eV
* LUMO level: 0.293 eV
* orbital gap: 7.617 eV

Entry from OMol25: 2 unconnected molecules or ions with the total composition C2H7N2O3S in a non-equilibrium geometry (ωB97M-V/def2-TZVPD).

Geometry (Å):
C -0.14 1.18 0.27
C 0.01 -1.34 0.35
N -0.88 -0.26 -1.54
N -0.10 -0.11 -0.46
O 2.54 -0.13 1.16
O 3.23 1.19 -0.84
O 4.34 -0.98 -0.41
S 3.06 -0.13 -0.26
H -1.13 1.21 0.84
H 0.69 1.30 1.08
H -0.23 2.09 -0.43
H -0.06 -2.13 -0.45
H 0.94 -1.32 0.84
H -0.78 -1.23 1.07
H -1.03 0.70 -1.89

## Properties
* charge: -1
* HOMO (alpha / beta): -4.02 / -3.84 eV
* energy above the lowest of the compared OMol25 structures with the same formula, charge and spin: 2.273 eV
* LUMO level (alpha / beta): 3.640 / 3.403 eV
* orbital gap (alpha / beta): 7.661 / 7.240 eV